# 1
Below is C2H6Cl2NO3Sn as an isolated structure, with properties calculated with the ωB97M-V functional and the def2-TZVPD basis.

Computed properties:
Charge   +1
Molar mass   281.7 g mol⁻¹
Spin multiplicity   1
E_LUMO   -8.9 eV
Energy above the lowest of the compared OMol25 structures with the same formula, charge and spin   413.3 kJ/mol

Structure (XYZ):
```
15
C2H6Cl2NO3Sn | the OMol25 dataset | the ωB97M-V functional and the def2-TZVPD basis
Sn -12.40 -2.81 11.99
O -9.19 0.20 12.47
H -9.37 1.14 12.61
C -10.53 4.15 16.46
N -10.57 2.70 16.69
O -11.40 2.05 16.09
O -9.70 2.15 17.33
H -9.49 4.43 16.27
H -10.96 4.70 17.29
H -11.17 4.18 15.58
C -10.40 3.25 9.19
Cl -11.19 4.64 8.53
Cl -8.70 3.19 8.70
H -10.52 3.13 10.26
H -10.92 2.34 8.88
```

***

# 2
Below is an isolated molecule of C2H6Cl2NOP, with properties calculated with the ωB97M-V functional and the def2-TZVPD basis.

Computed properties:
Charge   0
Molar mass   162.0 g mol⁻¹
Spin multiplicity   1
E_LUMO   0.5 eV
Energy above the lowest of the compared OMol25 structures with the same formula, charge and spin   0.0 kJ/mol

Structure (XYZ):
```
13
C2H6Cl2NOP | the OMol25 dataset | the ωB97M-V functional and the def2-TZVPD basis
C -1.48 -0.42 0.69
C -0.66 0.81 0.58
N 0.79 0.44 0.36
P 1.31 -0.09 -1.15
O 0.87 0.68 -2.24
Cl 3.44 -0.10 -1.03
Cl 0.96 -2.02 -1.48
H -2.52 -0.07 0.94
H -1.38 -0.90 -0.31
H -0.97 -1.13 1.36
H -0.93 1.33 -0.28
H -0.73 1.44 1.50
H 1.32 0.03 1.07
```

***

# 3
Below is a 2-piece molecular cluster, C2H6Cl2OSi overall, with properties calculated with the ωB97M-V functional and the def2-TZVPD basis.

Computed properties:
Charge   0
Molar mass   145.1 g mol⁻¹
Spin multiplicity   1
E_LUMO (spin up / spin down)   -1.6 / -1.6 eV
Energy above the lowest of the compared OMol25 structures with the same formula, charge and spin   624.3 kJ/mol

Structure (XYZ):
```
12
C2H6Cl2OSi | the OMol25 dataset | the ωB97M-V functional and the def2-TZVPD basis
C 1.48 -0.76 0.75
C -2.32 0.03 -0.46
O -0.28 0.43 -1.33
Si 0.93 0.70 -0.36
Cl -2.43 1.22 0.70
Cl -2.18 -1.56 0.01
H 2.54 -0.97 0.60
H 1.34 -0.54 1.80
H 0.93 -1.66 0.52
H -2.71 0.23 -1.44
H 2.00 1.02 -1.32
H 0.70 1.85 0.54
```

***

# 4
Below is an isolated molecule of C2H6Cl3PSi, with properties calculated with the ωB97M-V functional and the def2-TZVPD basis.

Computed properties:
Charge   0
Molar mass   195.5 g mol⁻¹
Spin multiplicity   1
E_LUMO   -0.4 eV
Energy above the lowest of the compared OMol25 structures with the same formula, charge and spin   189.9 kJ/mol

Structure (XYZ):
```
13
C2H6Cl3PSi | the OMol25 dataset | the ωB97M-V functional and the def2-TZVPD basis
C 1.17 -0.65 -1.40
Si -0.12 0.10 -0.15
C 0.73 0.49 1.57
Cl -0.79 2.32 -1.21
P -1.96 -1.14 0.20
Cl -2.79 0.06 1.64
Cl -2.99 -0.86 -1.42
H 0.52 -1.14 -2.27
H 1.75 0.18 -1.88
H 1.85 -1.37 -0.89
H 0.84 -0.18 2.42
H 1.78 0.90 1.36
H 0.01 1.28 2.03
```

***

# 5
Below is C2H6ClN as an isolated structure, with properties calculated with the ωB97M-V functional and the def2-TZVPD basis.

Computed properties:
Charge   0
Molar mass   79.5 g mol⁻¹
Spin multiplicity   1
E_LUMO   1.0 eV
Energy above the lowest of the compared OMol25 structures with the same formula, charge and spin   219.1 kJ/mol

Structure (XYZ):
```
10
C2H6ClN | the OMol25 dataset | the ωB97M-V functional and the def2-TZVPD basis
C 0.18 -0.90 -0.59
C -0.54 -0.14 0.53
N 0.13 1.65 0.21
Cl -2.26 -0.02 0.31
H 0.62 -1.83 -0.18
H 1.06 -0.38 -0.94
H -0.60 -1.11 -1.40
H -0.19 -0.41 1.55
H 0.86 1.73 1.03
H 0.74 1.41 -0.51
```

***

# 6
Below is C2H6ClN2P as an isolated structure, with properties calculated with the ωB97M-V functional and the def2-TZVPD basis.

Computed properties:
Charge   0
Molar mass   124.5 g mol⁻¹
Spin multiplicity   1
E_LUMO   0.6 eV
Energy above the lowest of the compared OMol25 structures with the same formula, charge and spin   1.7 kJ/mol

Structure (XYZ):
```
12
C2H6ClN2P | the OMol25 dataset | the ωB97M-V functional and the def2-TZVPD basis
C 1.02 -0.38 0.37
C 0.77 1.08 0.11
N -0.17 -1.08 0.02
N -0.68 1.38 0.03
P -1.36 -0.02 -0.35
Cl -3.38 -0.29 0.30
H 1.88 -0.74 -0.18
H 1.40 -0.60 1.43
H 1.18 1.84 0.78
H 1.26 1.32 -0.86
H -0.19 -2.03 0.09
H -1.71 -0.48 -1.75
```

***

# 7
Below is an isolated molecule of C2H6ClN3, with properties calculated with the ωB97M-V functional and the def2-TZVPD basis.

Computed properties:
Charge   0
Molar mass   107.5 g mol⁻¹
Spin multiplicity   1
E_LUMO   0.9 eV
Energy above the lowest of the compared OMol25 structures with the same formula, charge and spin   70.3 kJ/mol

Structure (XYZ):
```
12
C2H6ClN3 | the OMol25 dataset | the ωB97M-V functional and the def2-TZVPD basis
H 0.97 -1.94 -0.71
N 0.09 -1.55 -0.42
C 0.22 -0.28 -0.16
C 1.43 0.56 -0.56
Cl 1.23 2.31 -0.38
N -0.79 0.40 0.43
N -2.12 -0.11 0.69
H 1.78 0.24 -1.52
H 2.23 0.31 0.15
H -0.71 1.40 0.60
H -2.23 -0.36 1.68
H -2.11 -0.98 0.21
```

***

# 8
Below is a 2-piece molecular cluster, C2H6ClNO overall, with properties calculated with the ωB97M-V functional and the def2-TZVPD basis.

Computed properties:
Charge   0
Molar mass   95.5 g mol⁻¹
Spin multiplicity   1
E_LUMO (spin up / spin down)   0.1 / -0.4 eV
Energy above the lowest of the compared OMol25 structures with the same formula, charge and spin   563.9 kJ/mol

Structure (XYZ):
```
11
C2H6ClNO | the OMol25 dataset | the ωB97M-V functional and the def2-TZVPD basis
C -1.35 -1.33 1.29
C 1.62 0.67 -1.80
N 0.77 1.55 0.10
O 1.02 1.62 -1.24
Cl -0.25 2.74 0.62
H -1.10 -2.43 0.94
H -0.53 -1.17 1.93
H -2.29 -1.46 1.89
H -1.41 -0.72 0.40
H 1.90 0.82 -2.88
H 1.63 -0.28 -1.26
```

***

# 9
Below is an isolated molecule of C2H6ClNO, with properties calculated with the ωB97M-V functional and the def2-TZVPD basis.

Computed properties:
Charge   0
Molar mass   95.5 g mol⁻¹
<S²>   2.009
Spin multiplicity   3
E_LUMO (spin up / spin down)   0.7 / -4.5 eV
Energy above the lowest of the compared OMol25 structures with the same formula, charge and spin   240.6 kJ/mol

Structure (XYZ):
```
11
C2H6ClNO | the OMol25 dataset | the ωB97M-V functional and the def2-TZVPD basis
C 0.54 0.42 1.16
C -0.19 -0.14 -0.16
N 0.24 0.29 -1.42
O 0.07 -1.72 -0.06
Cl -1.99 0.02 0.09
H 0.50 1.49 1.13
H 0.09 -0.07 2.08
H 1.61 0.20 1.05
H 0.48 1.36 -1.30
H -0.60 0.33 -2.06
H -0.77 -2.18 -0.49
```

***

# 10
Below is an isolated molecule of C2H6ClNO3S, with properties calculated with the ωB97M-V functional and the def2-TZVPD basis.

Computed properties:
Charge   0
Molar mass   159.6 g mol⁻¹
Spin multiplicity   1
E_LUMO   0.3 eV
Energy above the lowest of the compared OMol25 structures with the same formula, charge and spin   294.8 kJ/mol

Structure (XYZ):
```
14
C2H6ClNO3S | the OMol25 dataset | the ωB97M-V functional and the def2-TZVPD basis
O 1.08 0.06 1.71
S 1.49 0.60 0.37
O 2.08 2.01 0.14
O 2.60 -0.32 -0.36
C 0.01 0.54 -0.69
C -0.87 -0.70 -0.35
N -1.86 -0.37 0.58
Cl -2.85 1.05 0.25
H 2.71 -1.00 0.47
H -0.40 1.42 -0.44
H 0.09 0.62 -1.82
H -0.37 -1.48 0.25
H -1.25 -1.44 -1.26
H -2.46 -0.99 1.14
```

***

# 11
Below is C2H6ClO2PS as an isolated structure, with properties calculated with the ωB97M-V functional and the def2-TZVPD basis.

Computed properties:
Charge   0
Molar mass   160.6 g mol⁻¹
Spin multiplicity   1
E_LUMO (spin up / spin down)   -0.7 / -0.7 eV
Energy above the lowest of the compared OMol25 structures with the same formula, charge and spin   224.2 kJ/mol

Structure (XYZ):
```
13
C2H6ClO2PS | the OMol25 dataset | the ωB97M-V functional and the def2-TZVPD basis
C 0.37 -1.17 1.89
C -1.27 0.31 -1.94
O 0.35 2.42 -0.42
O -0.20 0.04 1.66
P 0.84 1.09 -0.08
S 0.45 -0.27 -1.57
Cl 2.71 0.88 0.44
H 1.32 -1.33 1.47
H -0.33 -1.84 1.48
H 0.44 -1.25 3.00
H -1.86 -0.16 -1.28
H -1.61 -0.06 -2.87
H -1.20 1.34 -1.77
```

***

# 12
Below is an isolated molecule of C2H6ClO2PS, with properties calculated with the ωB97M-V functional and the def2-TZVPD basis.

Computed properties:
Charge   0
Molar mass   160.6 g mol⁻¹
Spin multiplicity   1
E_LUMO   0.3 eV
Energy above the lowest of the compared OMol25 structures with the same formula, charge and spin   12.9 kJ/mol

Structure (XYZ):
```
13
C2H6ClO2PS | the OMol25 dataset | the ωB97M-V functional and the def2-TZVPD basis
C -1.90 -0.53 -0.42
C -0.84 0.58 -0.12
O 0.15 0.13 0.79
P 1.91 0.19 0.20
O 2.55 -0.24 1.61
S 2.36 1.84 -0.75
Cl 2.08 -1.52 -0.87
H -2.41 -0.91 0.47
H -2.71 -0.15 -1.22
H -1.39 -1.40 -0.85
H -1.10 1.58 0.19
H -0.40 0.66 -1.17
H 1.70 -0.22 2.14
```

***

# 13
Below is a 2-piece molecular cluster, C2H6F2N2O2 overall, with properties calculated with the ωB97M-V functional and the def2-TZVPD basis.

Computed properties:
Charge   0
Molar mass   128.1 g mol⁻¹
Spin multiplicity   1
E_LUMO   0.5 eV
Energy above the lowest of the compared OMol25 structures with the same formula, charge and spin   90.4 kJ/mol

Structure (XYZ):
```
14
C2H6F2N2O2 | the OMol25 dataset | the ωB97M-V functional and the def2-TZVPD basis
N 1.34 1.13 -0.81
C 0.12 0.89 -0.35
O -0.67 1.80 -0.02
C -0.15 -0.61 -0.14
N -1.72 -0.48 0.54
O 0.64 -1.27 0.53
F -0.56 -1.26 -1.34
H 1.75 2.01 -0.93
H 2.10 0.47 -1.01
H -1.88 0.55 0.82
H -2.04 -0.74 -0.36
H -1.73 -0.95 1.42
F 3.00 -0.83 0.03
H 2.09 -0.83 0.51
```

***

# 14
Below is an isolated molecule of C2H6F2NOP, with properties calculated with the ωB97M-V functional and the def2-TZVPD basis.

Computed properties:
Charge   0
Molar mass   129.0 g mol⁻¹
Spin multiplicity   1
E_LUMO   0.8 eV
Energy above the lowest of the compared OMol25 structures with the same formula, charge and spin   155.6 kJ/mol

Structure (XYZ):
```
13
C2H6F2NOP | the OMol25 dataset | the ωB97M-V functional and the def2-TZVPD basis
C 0.45 1.40 -0.34
N -0.27 0.14 -0.35
C 0.53 -1.04 -0.36
O 1.61 -1.03 0.52
P -1.85 0.41 0.31
F -1.76 -0.27 1.81
F -2.62 -0.88 -0.27
H 0.69 1.72 0.62
H 1.39 1.14 -0.75
H -0.09 2.24 -0.70
H -0.10 -2.01 -0.35
H 0.86 -1.14 -1.49
H 1.17 -0.67 1.35
```

***

# 15
Below is a 2-piece molecular cluster, C2H6F2OSi overall, with properties calculated with the ωB97M-V functional and the def2-TZVPD basis.

Computed properties:
Charge   0
Molar mass   112.2 g mol⁻¹
Spin multiplicity   1
E_LUMO (spin up / spin down)   -0.4 / -4.1 eV
Energy above the lowest of the compared OMol25 structures with the same formula, charge and spin   400.2 kJ/mol

Structure (XYZ):
```
12
C2H6F2OSi | the OMol25 dataset | the ωB97M-V functional and the def2-TZVPD basis
C -2.13 -1.87 0.00
C 2.13 1.69 0.04
O 0.65 -0.72 0.10
F 3.00 -0.60 -1.28
F 3.17 -0.63 1.17
Si 2.11 -0.27 0.02
H -2.19 -2.28 -0.98
H -1.98 -2.52 0.84
H -2.09 -0.81 0.15
H 1.68 2.02 0.96
H 3.16 2.00 -0.04
H 1.55 2.03 -0.81
```

***

# 16
Below is C2H6F6KO9S2 as an isolated structure, with properties calculated with the ωB97M-V functional and the def2-TZVPD basis.

Computed properties:
Charge   -1
Molar mass   391.3 g mol⁻¹
Spin multiplicity   1
E_LUMO   1.0 eV
Energy above the lowest of the compared OMol25 structures with the same formula, charge and spin   28.1 kJ/mol

Structure (XYZ):
```
26
C2H6F6KO9S2 | the OMol25 dataset | the ωB97M-V functional and the def2-TZVPD basis
K 0.07 0.25 1.54
C 2.82 2.86 -1.97
F 2.76 3.94 -1.17
F 1.65 2.79 -2.62
F 3.78 3.10 -2.88
S 3.18 1.34 -1.03
O 3.23 0.32 -2.04
O 4.42 1.67 -0.36
O 2.02 1.27 -0.15
C -3.19 -3.06 -0.52
F -3.90 -1.91 -0.41
F -3.32 -3.72 0.66
F -3.78 -3.82 -1.46
S -1.43 -2.72 -0.94
O -1.00 -1.99 0.24
O -0.86 -4.04 -1.06
O -1.56 -1.96 -2.14
O 2.41 -1.42 1.50
H 2.46 -1.51 0.54
H 2.39 -2.32 1.83
O -2.09 1.61 0.30
H -1.78 2.48 0.06
H -2.37 1.68 1.22
O -2.06 1.69 3.25
H -2.66 1.62 4.00
H -1.20 1.85 3.64
```

***

# 17
Below is a 2-piece molecular cluster, C2H6FN2 overall, with properties calculated with the ωB97M-V functional and the def2-TZVPD basis.

Computed properties:
Charge   +1
Molar mass   77.1 g mol⁻¹
Spin multiplicity   1
E_LUMO (spin up / spin down)   -3.8 / -7.2 eV
Energy above the lowest of the compared OMol25 structures with the same formula, charge and spin   495.7 kJ/mol

Structure (XYZ):
```
11
C2H6FN2 | the OMol25 dataset | the ωB97M-V functional and the def2-TZVPD basis
C -1.18 -0.45 -0.06
C 2.91 0.11 0.52
N -1.44 0.51 0.75
N -1.69 -0.70 -1.23
F 1.83 -0.56 0.46
H 3.56 -0.15 -0.33
H 2.90 0.99 1.16
H -1.14 0.42 1.76
H -2.01 1.34 0.50
H -1.50 -1.55 -1.72
H -2.23 0.03 -1.81
```

***

# 18
Below is C2H6FN4O4 as an isolated structure, with properties calculated with the ωB97M-V functional and the def2-TZVPD basis.

Computed properties:
Charge   -1
Molar mass   169.1 g mol⁻¹
Spin multiplicity   1
E_LUMO   3.3 eV
Energy above the lowest of the compared OMol25 structures with the same formula, charge and spin   138.8 kJ/mol

Structure (XYZ):
```
17
C2H6FN4O4 | the OMol25 dataset | the ωB97M-V functional and the def2-TZVPD basis
C 2.71 3.38 -0.10
H 3.00 4.87 -1.59
F 0.95 3.43 0.07
C 3.07 4.82 -0.49
N 2.70 2.37 -1.28
O 2.46 2.90 -2.43
O 2.26 1.23 -0.89
N 3.04 2.95 1.19
H 4.04 2.99 1.35
H 2.75 1.95 1.24
N 4.59 5.06 -0.24
O 5.38 4.22 -0.61
O 4.92 6.11 0.28
N 2.27 5.75 0.18
H 2.46 6.71 -0.06
H 2.21 5.59 1.20
H 3.84 2.64 -0.85
```

***

# 19
Below is an isolated molecule of C2H6I2NP, with properties calculated with the ωB97M-V functional and the def2-TZVPD basis.

Computed properties:
Charge   0
Molar mass   328.9 g mol⁻¹
Spin multiplicity   1
E_LUMO   -0.7 eV
Energy above the lowest of the compared OMol25 structures with the same formula, charge and spin   147.7 kJ/mol

Structure (XYZ):
```
12
C2H6I2NP | the OMol25 dataset | the ωB97M-V functional and the def2-TZVPD basis
C 0.83 1.17 -0.60
C 1.05 0.37 0.70
N -0.27 -0.41 1.27
P -1.22 -1.24 0.40
I -0.61 -2.94 -1.12
I -2.69 0.19 -1.11
H 0.36 0.52 -1.33
H -0.09 1.85 -0.48
H 1.75 1.69 -0.91
H 1.16 0.99 1.46
H 2.03 -0.23 0.67
H -2.29 -1.98 1.05
```

***

# 20
Below is a 2-piece molecular cluster, C2H6I2O2Si overall, with properties calculated with the ωB97M-V functional and the def2-TZVPD basis.

Computed properties:
Charge   0
Molar mass   344.0 g mol⁻¹
Spin multiplicity   1
E_LUMO (spin up / spin down)   -1.8 / -1.8 eV
Energy above the lowest of the compared OMol25 structures with the same formula, charge and spin   352.5 kJ/mol

Structure (XYZ):
```
13
C2H6I2O2Si | the OMol25 dataset | the ωB97M-V functional and the def2-TZVPD basis
C -1.46 1.31 -1.33
C 2.20 -0.22 1.38
O -1.72 0.20 -0.53
O 1.49 0.11 0.27
Si -0.94 -1.09 -0.06
I -2.28 -2.07 1.77
I -0.20 -2.36 -1.96
H -0.38 1.78 -1.12
H -2.21 2.07 -1.15
H -1.54 1.10 -2.32
H 1.44 -0.56 2.08
H 2.68 0.65 1.83
H 2.92 -0.94 1.13
```